[1]
# C10H13F2NO

The molecule C10H13F2NO in a non-equilibrium geometry (ωB97M-V/def2-TZVPD, the OMol25 dataset).

Values from the calculation:
HOMO level in eV: -7.66
Multiplicity: 1
SMILES string: COC[C@@H]1C=CC=C/C1=C(/N)C(F)F
Energy relative to the best compared isomer or geometry (same formula, charge and spin) in eV: 0.7688
Orbital gap in eV: 8.17

Structure (XYZ):
```
27
C10H13F2NO ωB97M-V/def2-TZVPD
C 1.157 2.165 -1.617
O 1.803 2.213 -0.365
C 2.144 0.957 0.136
C 0.901 0.108 0.804
C 1.526 -1.248 1.020
C 1.335 -2.258 0.169
C 0.427 -2.123 -0.947
C -0.448 -1.108 -0.958
C -0.485 -0.171 0.163
C -1.720 0.070 0.722
N -1.881 0.850 1.855
C -2.989 -0.500 0.153
F -4.046 -0.223 0.955
F -3.294 0.057 -1.057
H 0.158 1.727 -1.537
H 1.739 1.576 -2.339
H 1.079 3.194 -1.967
H 2.871 1.100 0.932
H 2.577 0.329 -0.658
H 0.731 0.597 1.766
H 2.228 -1.339 1.837
H 1.842 -3.203 0.298
H 0.436 -2.869 -1.726
H -1.184 -1.010 -1.742
H -2.809 1.192 2.043
H -1.145 1.509 2.044
H -2.953 -1.592 0.015
```

[2]
# C10H13FMnNS3Si

A structure of composition C10H13FMnNS3Si in a non-equilibrium geometry (ωB97M-V/def2-TZVPD, the OMol25 dataset).

Values from the calculation:
HOMO level (spin up / spin down) in eV: -8.16 / -8.34
Multiplicity: 5
Orbital gap (spin up / spin down) in eV: 6.37 / 7.43

Structure (XYZ):
```
30
C10H13FMnNS3Si ωB97M-V/def2-TZVPD
Mn -0.001 0.216 0.016
S 3.256 2.825 0.939
C 2.115 1.838 0.300
S 2.245 0.140 0.042
S 0.506 2.354 -0.206
C -4.933 1.152 0.007
Si -3.038 1.382 -0.017
C -2.577 2.299 1.593
C -2.659 2.329 -1.628
N -1.945 -0.017 -0.027
C -2.340 -1.320 -0.011
C -3.651 -1.832 -0.010
C -3.882 -3.192 -0.004
C -2.846 -4.114 0.001
C -1.534 -3.660 0.013
C -1.337 -2.306 0.011
F -0.043 -1.760 0.032
H -5.373 2.145 0.011
H -5.298 0.639 0.891
H -5.310 0.643 -0.874
H -3.035 3.281 1.606
H -1.498 2.432 1.671
H -2.911 1.767 2.479
H -3.173 3.283 -1.623
H -2.982 1.781 -2.509
H -1.595 2.524 -1.731
H -4.472 -1.144 -0.017
H -4.904 -3.544 -0.004
H -3.052 -5.171 -0.003
H -0.686 -4.327 0.023
```

[3]
# C10H13FN

The ion C10H13FN with charge +1 in a non-equilibrium geometry (ωB97M-V/def2-TZVPD, the OMol25 dataset).

Values from the calculation:
HOMO level in eV: -13.46
Multiplicity: 1
Total charge: +1
SMILES string: CC1=C(CF)C=CC#[N+]C1(C)C
Energy relative to the best compared isomer or geometry (same formula, charge and spin) in eV: 2.0341
Orbital gap in eV: 8.01

Structure (XYZ):
```
25
C10H13FN ωB97M-V/def2-TZVPD
C -0.930 -0.838 1.415
C -0.350 -0.186 0.242
C -1.032 0.809 -0.475
C -2.462 1.164 -0.126
F -3.089 -0.041 -0.028
C -0.485 1.664 -1.504
C 0.657 1.774 -2.287
C 1.324 0.554 -1.965
N 1.612 -0.490 -1.470
C 1.181 -0.686 -0.045
C 1.108 -2.310 0.257
C 1.879 0.150 1.019
H -1.657 -0.204 1.927
H -0.133 -1.033 2.156
H -1.519 -1.667 1.019
H -2.998 1.713 -0.908
H -2.592 1.680 0.788
H -1.044 2.621 -1.556
H 1.167 2.375 -3.090
H 0.758 -2.504 1.285
H 0.424 -2.593 -0.568
H 2.080 -2.896 0.051
H 1.142 0.394 1.814
H 2.303 1.071 0.651
H 2.654 -0.521 1.399
```

[4]
# C10H13FN2O

A structure of composition C10H13FN2O in a non-equilibrium geometry (ωB97M-V/def2-TZVPD, the OMol25 dataset).

Values from the calculation:
HOMO level in eV: -8.53
Multiplicity: 1
Energy relative to the best compared isomer or geometry (same formula, charge and spin) in eV: 5.5982
Orbital gap in eV: 8.44

Structure (XYZ):
```
27
C10H13FN2O ωB97M-V/def2-TZVPD
C 4.180 0.418 0.676
C 3.823 -0.880 -0.153
C 2.321 -1.285 -0.045
C -0.715 0.566 -0.462
C -2.124 0.370 -0.139
C -3.092 1.419 -0.143
C -4.458 1.136 -0.146
C -4.922 -0.193 -0.033
C -4.088 -1.243 0.324
C -2.648 -0.945 0.142
H 4.062 2.196 -0.274
H 2.284 1.155 0.027
H 3.976 0.212 1.746
H 5.350 0.655 0.431
H 4.565 -1.621 -0.014
H 3.777 -0.790 -1.234
H 2.226 -2.075 -0.682
H 1.579 -1.674 1.000
H -0.501 1.482 -1.021
H -2.790 2.486 -0.274
H -4.991 2.097 0.066
H -4.522 -2.285 0.608
H -1.858 -1.894 -0.185
N 3.349 1.625 0.441
N 0.102 -0.474 -0.170
O 1.334 -0.262 -0.786
F -6.218 -0.197 0.300
```

[5]
# C10H13IrN2O5S

A structure of composition C10H13IrN2O5S in a non-equilibrium geometry (ωB97M-V/def2-TZVPD, the OMol25 dataset).

Values from the calculation:
HOMO level (spin up / spin down) in eV: -13.35 / -17.51
Multiplicity: 5
Total charge: +2
Orbital gap (spin up / spin down) in eV: 6.09 / 5.91

Structure (XYZ):
```
32
C10H13IrN2O5S ωB97M-V/def2-TZVPD
O 0.051 2.464 -5.532
C 0.060 1.701 -4.693
Ir 0.082 0.264 -3.182
O -0.012 2.681 -1.174
C 0.047 1.768 -1.861
C 0.072 -1.630 -3.972
O 0.055 -2.758 -4.236
C 2.082 0.131 -3.026
O 3.225 0.021 -2.946
C -1.925 0.088 -3.042
O -3.047 -0.037 -2.962
H 0.161 -0.335 -4.779
C -2.068 -1.066 3.364
C -0.847 -1.451 2.562
N -1.014 -1.034 1.134
C 0.041 -0.740 0.349
S 0.192 -1.492 -1.190
N 0.960 0.135 0.772
C 0.738 1.166 1.817
C 1.886 1.200 2.794
H -2.284 0.006 3.261
H -1.899 -1.291 4.421
H -2.949 -1.630 3.029
H 0.064 -0.979 2.951
H -0.698 -2.540 2.588
H -1.677 -1.653 0.650
H 1.753 0.294 0.145
H 0.633 2.130 1.302
H -0.220 0.942 2.303
H 2.820 1.509 2.304
H 1.670 1.919 3.591
H 2.047 0.218 3.257
```

[6]
# C10H13N

The molecule C10H13N in a non-equilibrium geometry (ωB97M-V/def2-TZVPD, the OMol25 dataset).

Values from the calculation:
HOMO level in eV: -8.57
Multiplicity: 1
SMILES string: Cc1ccc2c(c1)CNCC2
Energy relative to the best compared isomer or geometry (same formula, charge and spin) in eV: 2.8065
Orbital gap in eV: 9.54

Structure (XYZ):
```
24
C10H13N ωB97M-V/def2-TZVPD
C 3.712 -0.553 0.014
C 2.294 -0.178 -0.071
C 1.948 1.154 0.003
C 0.597 1.679 -0.155
C -0.512 0.856 -0.116
C -0.233 -0.458 -0.131
C 1.067 -1.030 -0.111
C -1.325 -1.523 -0.111
N -2.647 -0.995 0.271
C -2.923 0.270 -0.363
C -1.905 1.350 0.091
H 3.582 -1.738 0.317
H 4.322 -0.526 -1.157
H 4.064 0.005 0.885
H 2.800 1.935 0.199
H 0.394 2.793 0.205
H 1.105 -2.180 -0.024
H -1.199 -2.408 0.472
H -1.606 -2.090 -1.016
H -2.571 -0.957 1.330
H -3.878 0.672 -0.042
H -2.877 0.123 -1.442
H -2.080 2.423 -0.178
H -2.130 1.376 1.132
```